# 1
C33H29BrN5O6S2ScSi | ωB97M-V with the def2-TZVPD basis set

Last column: natural (NBO) charge in e.
Geometry (Å):
Br1 -3.59002 -4.49346 -4.83227  0.07
Sc1 -0.63118 0.59387 0.23230  1.70
S1 -3.29168 1.07005 -0.53198  2.42
S2 -1.59734 2.99838 1.93078  2.41
Si1 0.39426 -2.13101 4.60411  1.60
O1 -2.73696 0.15318 0.50150  -0.97
O2 -2.09803 1.47409 -1.31154  -1.01
O3 -1.12958 4.21918 2.51859  -0.95
O4 -1.92704 1.89879 2.79134  -0.92
O5 -0.63160 2.54418 0.85066  -1.04
O6 -4.36792 0.53030 -1.30249  -0.93
N1 -0.06446 -1.47630 -0.92301  -0.45
N2 0.50610 1.49399 -2.12457  -0.49
N3 0.78704 0.67133 -4.15700  -0.38
N4 2.14329 -4.16310 -8.69248  -0.29
N5 1.67083 0.23387 0.26963  -0.49
C1 -3.87927 2.56635 0.23974  -0.37
C2 1.91113 -3.33513 -7.93072  0.27
C3 -3.13377 3.40454 1.08536  -0.22
C4 -2.50781 -3.57760 -3.58284  -0.10
C5 3.72107 0.66824 1.38813  -0.22
C6 0.37242 -1.69310 -6.95494  -0.14
C7 -0.22789 -0.62641 2.02610  -0.47
C8 -0.90540 -2.24279 -1.77255  0.09
C9 -2.51513 -2.19446 -3.55961  -0.16
C10 2.60894 -1.89938 -6.07329  -0.15
C11 1.62712 -2.29811 -6.97631  -0.18
C12 -4.94880 5.00207 1.04870  -0.19
C13 1.09419 0.57279 -2.83863  0.21
C14 2.33880 -0.90046 -5.15634  -0.24
C15 4.08244 -0.66029 1.27397  -0.14
C16 -3.68165 4.61923 1.46860  -0.20
C17 1.34592 -0.97449 5.72661  -1.10
C18 1.06934 -1.92203 -0.56142  0.14
C19 -1.71418 -1.52720 -2.64642  -0.21
C20 -0.93075 -3.63416 -1.78102  -0.20
C21 0.02204 -1.25000 3.04745  -0.59
C22 1.08235 -0.30895 -5.13135  0.25
C23 -1.73142 -4.30372 -2.68936  -0.22
C24 0.09877 -0.70213 -6.03085  -0.24
C25 -1.19840 -2.67003 5.41880  -1.10
C26 2.49936 1.07815 0.86698  0.09
C27 1.45514 -3.62890 4.20813  -1.10
C28 3.22360 -1.54200 0.62868  -0.23
C29 -0.06290 1.75942 -4.27741  -0.11
C30 -0.20665 2.25950 -3.02547  -0.03
C31 -5.68938 4.16281 0.24202  -0.20
C32 -5.14821 2.95228 -0.16804  -0.17
C33 2.02077 -1.05587 0.15505  0.23
H1 -1.71570 -0.44312 -2.62019  0.25
H2 2.28476 -0.66944 5.25855  0.23
H3 2.16119 2.10442 0.94874  0.24
H4 -1.87041 -1.81697 5.52783  0.25
H5 -0.44523 2.08489 -5.22844  0.23
H6 -5.35125 5.95499 1.36641  0.22
H7 1.57976 -1.44659 6.68390  0.23
H8 5.02169 -1.01209 1.67968  0.23
H9 1.73090 -0.21012 -2.46281  0.20
H10 3.11009 -0.56510 -4.47554  0.23
H11 4.36137 1.38552 1.88124  0.24
H12 -0.39022 -2.01370 -7.65144  0.24
H13 3.58516 -2.36303 -6.10332  0.23
H14 -0.36187 -4.20691 -1.05926  0.22
H15 3.47025 -2.58934 0.51580  0.23
H16 1.42032 -2.91677 -0.83941  0.19
H17 -3.15305 -1.63606 -4.23036  0.23
H18 -5.70264 2.29382 -0.82019  0.25
H19 -1.76414 -5.38391 -2.69594  0.23
H20 2.40593 -3.32066 3.76534  0.22
H21 0.94872 -4.28469 3.49635  0.23
H22 -3.09955 5.25630 2.11816  0.25
H23 -6.68322 4.44216 -0.08143  0.22
H24 -0.79052 3.10170 -2.70235  0.24
H25 -1.01568 -3.09334 6.40939  0.23
H26 0.76434 -0.07172 5.92087  0.25
H27 1.67594 -4.21059 5.10653  0.23
H28 -1.71095 -3.42049 4.81402  0.24
H29 -0.88582 -0.25632 -5.98754  0.23

Computed properties:
HOMO level in eV: -8.77
Energy relative to the best compared isomer or geometry (same formula, charge and spin) in kcal/mol: 12.3
HOMO-LUMO gap in eV: 7.312
Maximum force in Eh/bohr: 0.01243
Lowest unoccupied orbital energy in Ha: -0.053

# 2
C26H34N5O6V | ωB97M-V with the def2-TZVPD basis set

Last column: Löwdin spin population.
Geometry (Å):
V1 -0.90792 0.02465 -0.26420  1.14
O1 0.27187 1.03364 -0.08031  -0.16
O2 -4.29236 2.36280 -0.64327  0.00
O3 -0.81772 -0.08648 -2.43981  -0.01
O4 -2.45081 1.54222 0.12690  0.01
O5 -3.18964 3.40939 0.88687  0.00
O6 0.59133 -1.58097 -0.47640  0.01
N1 -2.65611 -1.33378 -0.36574  0.00
N2 -0.93438 -0.21255 2.08517  0.00
N3 -3.33023 2.46090 0.11677  0.00
N4 4.83971 2.34013 4.27459  0.00
N5 2.32203 -0.19277 -3.17827  0.00
C1 2.45560 2.50052 4.09225  0.00
C2 -0.36358 1.58293 -4.15173  0.00
C3 2.66569 -2.16454 0.52192  0.00
C4 -1.26954 -1.30993 2.76232  0.00
C5 -2.17369 -0.07948 4.59206  0.00
C6 -1.82244 1.07362 3.91478  0.00
C7 3.63382 1.64314 -2.22705  0.00
C8 3.66924 1.31524 2.42665  0.00
C9 2.71894 0.23772 -4.37531  0.00
C10 3.63910 2.65700 4.78963  0.00
C11 -3.67358 -3.45409 0.09164  0.00
C12 1.16770 -2.43527 0.44554  0.00
C13 -1.31183 1.05048 -3.08851  0.00
C14 2.49819 1.92344 2.82875  0.00
C15 -1.17173 0.95097 2.70072  0.00
C16 3.47766 1.38111 -4.60769  0.00
C17 -2.69414 0.79714 -3.72871  0.00
C18 3.98336 2.04544 -3.50940  0.00
C19 -5.00201 -1.65220 -0.78186  0.00
C20 -2.58570 -2.60323 0.02508  0.00
C21 4.81985 1.69566 3.11002  0.00
C22 2.83976 0.50854 -2.16021  0.00
C23 0.90571 -3.93541 0.25756  0.00
C24 -1.88998 -1.30151 3.99516  0.00
C25 -4.89858 -2.95890 -0.34627  0.00
C26 -3.85587 -0.87226 -0.73368  0.00
H1 -5.74193 -3.62690 -0.20230  0.00
H2 3.71633 3.03959 5.80083  0.00
H3 2.79294 -1.07584 0.58097  0.00
H4 5.80402 1.56075 2.67022  0.00
H5 -5.90752 -1.36095 -1.29431  0.00
H6 -1.51328 1.83369 -2.33677  0.00
H7 4.68914 2.84875 -3.70154  0.00
H8 -1.08414 -2.28387 2.33028  0.00
H9 1.54200 2.82913 4.57023  0.00
H10 -2.66127 0.07037 -4.54808  0.00
H11 0.51938 2.06024 -3.73313  0.00
H12 1.28578 -4.28627 -0.69902  0.00
H13 3.27840 -2.46501 -0.32897  0.00
H14 -2.17989 -2.19637 4.52846  0.00
H15 3.09678 -2.42332 1.49897  0.00
H16 3.92073 2.23379 -1.36982  0.00
H17 3.78780 1.69289 -5.59600  0.00
H18 -1.66149 -2.96130 0.45356  0.00
H19 -2.16034 2.02948 4.28866  0.00
H20 -3.47256 0.40402 -3.07723  0.00
H21 -3.66180 -4.48300 0.42001  0.00
H22 -3.07232 1.76161 -4.08685  0.00
H23 -2.82526 -0.00973 5.45416  0.00
H24 -0.16543 -4.09259 0.40769  0.00
H25 2.35143 -0.34479 -5.21611  0.00
H26 -0.96599 2.26275 -4.76622  0.00
H27 -3.86649 -0.01264 -1.38794  0.00
H28 1.57446 1.84658 2.26906  0.00
H29 2.62034 0.14927 -1.16003  0.00
H30 -0.07236 0.78905 -4.84454  0.00
H31 1.35204 -4.46911 1.10391  0.00
H32 0.78945 -2.15001 1.44860  0.00
H33 -1.03321 1.81600 2.06131  0.00
H34 3.71656 0.65045 1.57601  0.00

Computed properties:
HOMO level (alpha / beta) in eV: -4.70 / -4.75
<S²>: 0.77
HOMO-LUMO gap (alpha / beta) in eV: 7.098 / 7.143
Total charge: -1
Multiplicity: 2
Maximum force in Eh/bohr: 0.09492
Lowest unoccupied orbital energy (alpha / beta) in Ha: 0.088 / 0.088

# 3
C5H11N3O | ωB97M-V with the def2-TZVPD basis set

Last column: natural (NBO) charge in e.
Geometry (Å):
O1 -2.00239 0.27328 -2.21320  -0.62
N1 -0.91255 0.89265 1.07168  -0.55
N2 1.32000 0.43192 1.31633  -0.59
N3 -1.07022 2.10964 -1.26056  -0.83
C1 2.90024 -0.94177 -0.00204  -0.69
C2 -1.48764 0.82227 -1.25697  0.64
C3 -1.88069 -1.22314 0.20369  -0.65
C4 -1.13529 0.08382 0.02977  0.00
C5 1.61970 -0.26565 0.34074  0.21
H1 -1.07599 0.43563 1.96581  0.35
H2 -1.20693 2.66689 -2.08632  0.40
H3 -1.56452 -1.90828 -0.58307  0.23
H4 3.35324 -0.44814 -0.85402  0.24
H5 -2.95989 -1.08412 0.11156  0.23
H6 0.37467 -0.30995 -0.27162  0.18
H7 2.71205 -1.97209 -0.30318  0.24
H8 3.62153 -0.95328 0.83119  0.22
H9 1.86793 0.55618 2.15989  0.37
H10 -0.81032 2.51536 -0.37345  0.42
H11 -1.66294 -1.68120 1.17374  0.21

Computed properties:
HOMO level in eV: -9.06
Energy relative to the best compared isomer or geometry (same formula, charge and spin) in kcal/mol: 69.0
HOMO-LUMO gap in eV: 9.544
Maximum force in Eh/bohr: 0.07058
Lowest unoccupied orbital energy in Ha: 0.018

# 4
C12H45CaN16O11 | ωB97M-V with the def2-TZVPD basis set

Last column: Mulliken charge in e.
Geometry (Å):
Ca1 1.66488 3.08777 0.47580  1.61
O1 -3.65168 -0.95687 0.92285  -0.76
O2 -3.18294 2.84843 3.71838  -0.72
O3 -2.78084 1.60564 -6.01118  -0.65
O4 -0.45117 3.38678 -0.42914  -0.35
O5 1.79051 0.68757 0.34291  -0.66
O6 0.68991 -3.10321 5.41305  -0.64
O7 4.39319 -0.25709 -0.28649  -0.50
O8 1.74286 2.94717 -1.94470  -0.73
O9 -0.31903 -5.12481 -2.37045  -0.66
O10 0.87587 -0.89077 -4.73187  -0.43
O11 3.14994 2.89585 2.50604  -0.68
N1 -4.23237 1.42794 2.38750  -0.31
N2 -2.84751 -0.58910 -5.88029  -0.42
N3 -0.20708 -3.83937 -0.56701  -0.18
N4 3.83906 2.81846 4.55821  -0.38
N5 3.32463 1.02806 3.46825  -0.15
N6 -2.28907 -2.25827 2.05573  -0.31
N7 -1.75034 3.80878 -2.10478  -0.30
N8 1.09197 2.30141 -3.97686  -0.34
N9 -2.17596 1.61520 2.00516  0.11
N10 2.12402 0.91065 -2.77819  -0.03
N11 1.74857 -1.41115 6.39870  -0.34
N12 -3.86958 -3.15526 0.85796  -0.38
N13 -1.98294 0.45835 -4.28307  -0.10
N14 -1.40908 -5.49627 -0.46967  -0.43
N15 -2.45829 4.05505 -0.16901  -0.39
N16 0.85947 -1.03245 4.49920  -0.25
C1 0.98231 -1.93153 5.46018  0.60
C2 1.62910 2.08294 -2.82443  0.73
C3 5.23251 0.32560 0.65906  -0.56
C4 -3.14533 2.07811 2.74597  0.58
C5 0.59135 -0.00548 0.57330  0.88
C6 1.68629 -1.79889 -4.07762  -0.75
C7 -2.53838 0.59869 -5.44203  0.73
C8 -0.30336 -0.21244 -0.59459  0.58
C9 3.50420 2.30544 3.45607  0.50
C10 -3.31773 -2.05949 1.27421  0.59
C11 -1.44318 3.79155 -0.86748  0.55
C12 -0.65720 -4.81090 -1.25788  0.78
H1 0.95130 -0.96453 -5.68606  0.26
H2 -5.09008 1.61145 2.88827  0.21
H3 3.68573 0.36553 4.13964  0.21
H4 -4.25579 0.60171 1.80707  0.27
H5 -1.78335 -3.12949 2.12869  0.25
H6 -1.71836 -1.44606 2.24199  0.06
H7 6.08788 0.32524 -0.01653  0.34
H8 1.00231 -0.03428 4.55712  0.30
H9 2.78104 0.57174 2.74965  -0.03
H10 -3.33690 4.39990 -0.52849  0.19
H11 0.01917 -0.98064 -1.29740  -0.72
H12 4.22848 2.44194 5.41067  0.19
H13 1.92903 0.28787 -3.54904  0.20
H14 -0.99806 3.44550 -2.67241  -0.04
H15 5.35289 -0.18441 1.61483  0.19
H16 -1.79454 -0.40157 -3.78795  0.05
H17 2.06462 -1.85851 7.24727  0.22
H18 0.72514 -0.94253 1.11382  0.37
H19 -2.60778 -1.40815 -5.34012  0.19
H20 -0.48300 0.67821 -1.19672  -0.34
H21 -2.99489 -0.64397 -6.87798  0.25
H22 0.39132 -1.42166 3.69330  0.00
H23 -2.50541 1.10031 1.20113  0.09
H24 2.69585 -1.40004 -3.97861  0.36
H25 -0.00098 0.65848 1.20290  -0.61
H26 4.89130 1.34840 0.81890  0.14
H27 0.40089 -3.24694 -1.11428  0.09
H28 2.41125 0.66167 -1.84244  -0.10
H29 2.15011 -0.50206 6.21866  0.11
H30 -2.30546 3.78935 0.79335  0.12
H31 -3.62882 -3.98726 1.37750  0.22
H32 -1.28274 -0.50154 -0.21334  0.04
H33 -4.57092 -3.32054 0.15021  0.21
H34 3.49102 -0.00700 -0.07407  0.30
H35 -1.80166 -5.04185 0.34242  0.12
H36 -1.97803 -6.17115 -0.96051  0.27
H37 1.21713 -1.89841 -3.09881  0.11
H38 -1.91593 1.27070 -3.68667  0.00
H39 -2.67471 4.03138 -2.44549  0.18
H40 3.93758 3.81342 4.41528  0.26
H41 0.52767 3.12495 -4.12991  0.27
H42 1.62336 -2.81024 -4.47929  0.38
H43 -1.24067 1.84696 2.30785  -0.15
H44 -0.45123 -3.69231 0.40195  0.01
H45 0.94669 1.48835 -4.55816  0.14

Computed properties:
HOMO level in eV: -11.62
Energy relative to the best compared isomer or geometry (same formula, charge and spin) in kcal/mol: 9.5
HOMO-LUMO gap in eV: 8.618
Total charge: +1
Maximum force in Eh/bohr: 0.17662
Lowest unoccupied orbital energy in Ha: -0.110

# 5
C5H7P | ωB97M-V with the def2-TZVPD basis set

Last column: natural (NBO) charge in e.
Geometry (Å):
P1 -2.26678 0.33705 0.07482  0.37
C1 -0.53614 -0.12303 -0.27752  -0.33
C2 0.75350 0.64398 0.20984  -0.42
C3 0.33846 -1.32874 -0.11237  -0.42
C4 -0.59741 -2.21299 0.04865  0.26
C5 1.57117 -0.65165 0.06111  -0.42
H1 -1.90496 1.56353 -0.23309  -0.05
H2 1.01948 1.42878 -0.40240  0.22
H3 -0.82663 0.21833 -2.01839  0.11
H4 0.78683 1.02149 1.23749  0.22
H5 2.08335 -0.53082 -0.92612  0.23
H6 -2.64159 0.65790 1.44504  -0.03
H7 2.22069 -1.02383 0.89294  0.24

Computed properties:
HOMO level in eV: -8.97
Energy relative to the best compared isomer or geometry (same formula, charge and spin) in kcal/mol: 168.6
HOMO-LUMO gap in eV: 8.708
Maximum force in Eh/bohr: 0.08635
Lowest unoccupied orbital energy in Ha: -0.010

# 6
C15H16Br3N2O7P | ωB97M-V with the def2-TZVPD basis set

Last column: natural (NBO) charge in e.
Geometry (Å):
Br1 3.00985 -2.28355 2.02929  0.14
Br2 -3.25129 3.12376 1.16277  -0.33
Br3 5.30014 -0.14769 3.09162  0.13
P1 -2.83319 1.16205 0.05338  1.21
O1 -2.39816 1.65236 -1.43897  -0.99
O2 -2.54747 -1.00979 -3.41207  -0.75
O3 -2.98241 0.11369 3.11242  -0.45
O4 -3.04166 -1.08585 -1.22064  -0.83
O5 1.74867 -1.14150 -1.40805  -0.71
O6 -0.06956 -3.98469 1.42329  -0.42
O7 -2.15169 -1.94323 2.88557  -0.36
N1 1.18846 0.69249 0.37170  -0.25
N2 -1.98648 -2.62001 1.62634  -0.30
C1 3.64623 0.46563 2.42352  -0.05
C2 -3.31146 -1.20339 -2.45368  0.78
C3 -1.16316 0.68490 0.67595  -0.36
C4 3.41452 1.94406 2.43945  -0.67
C5 2.72738 -0.40338 1.99362  -0.19
C6 -2.15780 -0.58781 2.64128  0.77
C7 2.32719 0.08810 -1.76696  0.11
C8 -4.74666 -1.63231 -2.79555  -0.73
C9 -1.03921 -3.41696 1.62445  0.86
C10 1.55854 0.68110 -2.95266  -0.65
C11 0.28089 -0.43079 2.22418  -0.15
C12 -0.04659 1.05364 -0.00980  0.09
C13 -0.99676 -0.09224 1.81094  -0.04
C14 2.28164 1.08850 -0.52467  -0.25
C15 1.38949 -0.02237 1.49659  0.21
H1 0.48619 0.59691 -2.78675  0.23
H2 2.36372 2.20717 2.51718  0.23
H3 2.04136 2.07468 -0.90093  0.23
H4 -4.72685 -2.56571 -3.35868  0.21
H5 3.83841 2.37358 1.53273  0.23
H6 -5.34395 -1.77848 -1.89571  0.20
H7 0.43931 -1.03241 3.10522  0.25
H8 1.83839 0.16383 -3.86487  0.24
H9 0.80799 -1.13860 -1.62518  0.49
H10 -5.22048 -0.86651 -3.41116  0.21
H11 1.83279 1.72808 -3.08087  0.21
H12 3.37930 -0.03368 -2.00300  0.19
H13 -2.93185 2.43251 -1.64601  0.51
H14 3.94407 2.40732 3.26607  0.25
H15 -0.13869 1.64156 -0.90999  0.26
H16 3.24085 1.04502 -0.04135  0.23

Computed properties:
HOMO level in eV: -7.35
HOMO-LUMO gap in eV: 5.362
Maximum force in Eh/bohr: 0.05157
Lowest unoccupied orbital energy in Ha: -0.073

# 7
ClMg2 | ωB97M-V with the def2-TZVPD basis set

Last column: natural (NBO) charge in e.
Geometry (Å):
Cl1 16.17320 19.65442 -20.01062  -0.89
Mg1 18.05792 18.32502 -19.90323  1.94
Mg2 13.85140 20.50251 -20.42700  1.95

Computed properties:
HOMO level in eV: -25.84
Energy relative to the best compared isomer or geometry (same formula, charge and spin) in kcal/mol: 0.8
HOMO-LUMO gap in eV: 9.385
Total charge: +3
Maximum force in Eh/bohr: 0.01350
Lowest unoccupied orbital energy in Ha: -0.605

# 8
C6H14N3O | ωB97M-V with the def2-TZVPD basis set

Last column: natural (NBO) charge in e.
Geometry (Å):
O1 1.00463 -1.67919 -0.95573  -0.65
N1 -0.31604 -0.06136 0.11685  -0.45
N2 -1.55649 -0.51999 -0.19564  -0.27
N3 1.96703 0.14452 0.05454  -0.61
C1 -2.63745 0.14551 0.09084  0.45
C2 4.27027 0.89698 0.04089  -0.62
C3 0.83008 -0.57027 -0.18976  0.73
C4 3.33924 -0.19433 -0.37596  -0.26
C5 -3.88946 -0.66294 0.05664  -0.68
C6 -2.76540 1.58270 0.42984  -0.69
H1 5.27131 0.62192 -0.27982  0.25
H2 -4.37634 -0.68872 -0.87806  0.27
H3 -4.64479 -0.25670 0.77944  0.26
H4 -3.64189 -1.71184 0.27491  0.24
H5 -1.56098 -1.53514 -0.41183  0.42
H6 1.94871 -1.65613 -1.18066  0.51
H7 3.92867 1.78811 -0.41351  0.22
H8 -2.37497 1.71289 1.40589  0.27
H9 2.01340 0.97894 0.70526  0.44
H10 3.34567 -0.23912 -1.54352  0.20
H11 -2.05302 2.21376 -0.28776  0.28
H12 3.73977 -1.11279 0.10406  0.22
H13 -3.84651 1.83231 0.41897  0.26
H14 4.40491 0.93165 1.21642  0.22

Computed properties:
HOMO level in eV: -12.74
Energy relative to the best compared isomer or geometry (same formula, charge and spin) in kcal/mol: 15.9
HOMO-LUMO gap in eV: 9.039
SMILES: CCN/C(O)=N/[NH+]=C(C)C
Total charge: +1
Maximum force in Eh/bohr: 0.05604
Lowest unoccupied orbital energy in Ha: -0.136